This record from OMol25 describes one molecule with the formula C5H8O. The level of theory is ωB97M-V with the def2-TZVPD basis set.

Structure (XYZ):
```
14
Properties=species:S:1:pos:R:3:forces:R:3:nbo_charge:R:1
C -0.43380 -2.52411 -1.54141 -1.30 1.44 1.29 -0.387
C 0.21031 -1.56521 -0.78718 -2.21 -1.66 2.53 -0.218
C -0.39043 -0.26839 -0.27988 0.29 -1.44 -1.00 -0.236
C 0.15605 0.37837 0.74587 2.79 -0.28 0.79 -0.196
C -0.02769 1.88540 0.88053 0.56 0.40 1.20 -0.107
O 1.07283 2.78766 1.26725 -0.29 -1.45 -0.39 -0.715
H -1.48854 -2.31667 -2.05429 2.68 -0.33 0.93 0.204
H -0.18777 -3.57711 -1.30273 0.15 0.71 -0.97 0.212
H 0.95295 -1.90464 0.03494 -0.60 0.30 -2.05 0.200
H -1.38247 0.05759 -0.60974 0.64 0.36 -0.93 0.207
H 0.89968 -0.22819 1.43227 -1.01 1.69 -1.56 0.205
H -0.43077 2.23695 -0.07232 -0.48 0.12 0.50 0.177
H -0.56654 2.07068 1.77960 -1.65 0.18 0.18 0.192
H 1.61618 2.96766 0.50708 0.43 -0.03 -0.50 0.462
```
Positions in Å, forces in eV/Å.

strongest force on any atom	0.0729	Eh/bohr
gap between HOMO and LUMO	9.080	eV
highest occupied orbital energy	-8.67	eV